The following is a DFT calculation (ωB97M-V with the def2-TZVPD basis set) of a structure of composition C36H29MoN8O4.

Structure (XYZ):
```
78
Properties=species:S:1:pos:R:3:mulliken_charge:R:1
Mo 0.37 -0.56 -0.46 -0.747
O -3.85 -1.69 0.55 -0.783
C -4.48 -0.61 0.04 0.694
C -5.86 -0.55 0.22 -0.702
C -6.59 0.51 -0.28 -0.322
C -5.96 1.55 -0.97 -0.932
C -4.59 1.50 -1.15 -0.787
C -3.83 0.43 -0.65 -0.199
C -2.37 0.45 -0.86 1.451
O -1.67 -0.52 -0.30 -0.312
N -1.81 1.37 -1.56 -1.068
N -0.43 1.19 -1.57 1.635
C 0.19 2.04 -2.32 -0.734
C 1.59 2.02 -2.61 0.675
C 2.14 3.06 -3.37 -0.928
C 3.47 3.05 -3.74 -0.860
C 4.26 1.96 -3.37 -0.614
C 3.74 0.91 -2.64 -0.987
C 2.40 0.93 -2.24 0.515
O 1.93 -0.09 -1.53 0.268
H -2.91 -1.62 0.33 0.138
H -6.34 -1.36 0.75 0.483
H -7.66 0.54 -0.13 0.405
H -6.53 2.38 -1.36 0.441
H -4.08 2.29 -1.68 0.451
H -0.42 2.80 -2.79 0.348
H 1.50 3.89 -3.66 0.430
H 3.89 3.86 -4.31 0.417
H 5.30 1.93 -3.67 0.449
H 4.35 0.06 -2.37 0.500
O 2.14 -4.25 -1.12 -0.736
C 1.49 -3.22 -1.14 -0.236
N 1.26 -2.39 -0.11 0.733
C 1.58 -2.89 1.21 -1.437
C 0.60 -2.27 2.16 0.730
C 0.45 -2.70 3.47 -1.138
C -0.55 -2.16 4.25 -0.507
C -1.37 -1.19 3.71 -1.404
C -1.15 -0.78 2.41 -0.310
N -0.17 -1.29 1.66 1.011
C 0.73 -2.81 -2.37 0.648
C 0.74 -3.56 -3.52 -0.800
C -0.08 -3.19 -4.57 -0.314
C -0.89 -2.08 -4.42 -1.158
C -0.85 -1.36 -3.24 -0.015
N -0.05 -1.72 -2.24 0.983
H 1.47 -3.97 1.23 0.754
H 2.61 -2.68 1.52 0.250
H 1.10 -3.49 3.84 0.554
H -0.69 -2.50 5.27 0.466
H -2.19 -0.75 4.27 0.547
H -1.75 -0.01 1.95 0.676
H 1.39 -4.43 -3.55 0.574
H -0.09 -3.76 -5.49 0.454
H -1.56 -1.76 -5.21 0.479
H -1.46 -0.48 -3.10 0.563
N 1.26 1.00 3.11 0.256
C 2.39 0.49 2.48 0.748
C 3.54 0.40 3.28 -1.171
C 4.70 -0.11 2.75 -0.554
C 4.69 -0.52 1.42 -1.330
C 3.52 -0.41 0.71 -0.610
N 2.36 0.07 1.21 0.789
C 0.24 1.81 2.63 0.622
C -0.57 2.42 3.60 -0.895
C -1.56 3.28 3.19 -0.607
C -1.71 3.52 1.83 -1.043
C -0.87 2.86 0.96 -0.158
N 0.07 1.98 1.33 0.205
H 1.38 1.07 4.11 0.297
H 3.51 0.76 4.30 0.420
H 5.59 -0.19 3.35 0.452
H 5.57 -0.93 0.94 0.505
H 3.46 -0.75 -0.31 0.606
H -0.40 2.23 4.65 0.397
H -2.20 3.76 3.92 0.455
H -2.46 4.21 1.45 0.480
H -0.97 3.03 -0.10 0.446
```

Summary:
LUMO (spin up / spin down): -2.647 / -3.420 eV
Total charge: +1
Energy above the lowest of the compared OMol25 structures with the same formula, charge and spin: 1.5 kJ/mol
Kohn-Sham gap (spin up / spin down): 7.73 / 7.12 eV
⟨S²⟩: 2.015
E: -2196.4232 hartree
Spin multiplicity: 3


The following is a DFT calculation (ωB97M-V with the def2-TZVPD basis set) of a structure of composition C36H29N13O4S3W.

Structure (XYZ):
```
86
Properties=species:S:1:pos:R:3:mulliken_charge:R:1
W -0.94 -0.46 -0.61 1.525
C 2.19 -3.31 -1.67 -1.761
C 0.89 -2.63 -1.38 1.205
N 0.84 -1.35 -1.02 2.436
N 1.97 -0.64 -0.81 -1.760
C 1.71 0.43 -0.09 -0.102
O 0.50 0.64 0.37 -0.880
C 2.78 1.39 0.18 0.385
C 4.10 1.11 -0.21 -0.312
C 5.10 2.04 0.01 -0.805
C 4.80 3.25 0.62 -0.523
C 3.50 3.53 1.01 -0.956
C 2.49 2.61 0.80 -0.049
C -0.37 -3.27 -1.38 -0.275
C -0.59 -4.63 -1.68 -0.605
C -1.85 -5.15 -1.68 -0.674
C -2.94 -4.31 -1.36 -0.935
C -2.69 -3.00 -1.03 0.056
N -1.45 -2.45 -1.03 1.305
H 2.93 -2.55 -1.89 0.369
H 2.10 -4.01 -2.51 0.575
H 2.51 -3.85 -0.78 0.319
H 4.30 0.17 -0.69 0.456
H 6.11 1.82 -0.29 0.455
H 5.58 3.97 0.79 0.426
H 3.27 4.48 1.47 0.496
H 1.47 2.80 1.09 0.420
H 0.27 -5.25 -1.91 0.530
H -2.03 -6.19 -1.91 0.493
H -3.95 -4.68 -1.37 0.488
H -3.50 -2.32 -0.77 0.368
N 3.65 1.35 5.28 -0.527
C 2.94 0.44 4.55 1.079
C 1.73 -0.08 5.05 -0.958
C 1.03 -1.03 4.34 -0.150
C 1.52 -1.47 3.12 -0.902
C 2.72 -0.99 2.62 -0.132
C 3.43 -0.04 3.33 -0.675
S 0.57 -2.60 2.14 1.327
O -0.18 -3.51 2.95 -0.753
O 1.43 -3.19 1.15 -0.634
N -0.46 -1.59 1.28 -0.768
C -1.52 -1.09 1.93 0.756
N -1.79 -1.27 3.20 -0.412
C -2.96 -0.80 3.66 -0.445
C -3.86 -0.15 2.83 -1.156
C -3.48 0.09 1.52 0.043
N -2.28 -0.34 1.04 -0.282
H 3.18 1.84 6.02 0.198
H 4.37 1.86 4.80 0.205
H 1.36 0.28 6.00 0.341
H 0.09 -1.43 4.69 0.622
H 3.08 -1.37 1.68 0.528
H 4.36 0.35 2.94 0.276
H -3.14 -0.96 4.71 0.495
H -4.82 0.20 3.19 0.449
H -4.10 0.67 0.84 0.310
S -4.98 1.55 -1.96 -0.365
C -3.68 0.72 -1.69 0.340
N -2.70 0.07 -1.46 -0.343
N 0.69 1.53 -3.45 -0.199
C -0.02 2.28 -2.60 -0.606
N -0.61 1.82 -1.53 1.129
C -1.08 2.86 -0.74 -1.122
C -1.66 2.73 0.51 0.073
C -2.07 3.87 1.19 -1.089
C -1.89 5.13 0.64 -0.668
C -1.28 5.29 -0.59 -0.556
C -0.89 4.15 -1.28 0.799
S -0.05 4.02 -2.80 -0.393
H 0.49 0.53 -3.41 0.315
H 0.91 1.93 -4.35 0.279
H -1.75 1.75 0.96 0.308
H -2.51 3.77 2.17 0.454
H -2.22 6.01 1.19 0.409
H -1.11 6.26 -1.01 0.438
N -1.25 -2.46 -4.24 -0.305
C -1.41 -1.16 -3.88 0.642
O -0.67 -0.72 -2.91 -0.518
C -2.26 -0.35 -4.63 0.728
C -2.30 1.03 -4.38 0.072
N -2.26 2.16 -4.19 -0.518
C -3.08 -0.88 -5.63 -0.577
N -3.76 -1.35 -6.43 -0.605
H -1.83 -2.85 -4.97 0.255
H -0.74 -3.09 -3.64 0.116
```

Summary:
LUMO: -1.869 eV
Energy above the lowest of the compared OMol25 structures with the same formula, charge and spin: 239.8 kJ/mol
Kohn-Sham gap: 5.28 eV
E: -3663.8216 hartree
Spin multiplicity: 1


The following is a DFT calculation (ωB97M-V with the def2-TZVPD basis set) of a structure of composition C36H29N9OS4W.

Structure (XYZ):
```
80
Properties=species:S:1:pos:R:3:mulliken_charge:R:1
W -1.13 -0.48 -0.78 1.700
C 2.66 0.51 -3.09 -1.846
C 1.21 0.24 -2.80 1.256
N 0.88 -0.34 -1.70 0.836
N 1.94 -0.75 -0.87 -0.958
C 1.62 -1.76 -0.15 0.333
S 0.08 -2.57 -0.17 -0.610
S 2.76 -2.42 1.00 -0.051
C 4.21 -1.32 0.85 -1.089
C 4.19 -0.14 1.78 0.746
C 4.62 -0.28 3.10 -0.455
C 4.62 0.80 3.97 -0.597
C 4.18 2.04 3.54 -0.588
C 3.76 2.20 2.22 -0.554
C 3.76 1.12 1.35 0.062
C 0.21 0.63 -3.82 1.064
C 0.70 1.07 -5.06 -1.302
C -0.12 1.39 -6.12 -1.004
C -1.50 1.27 -5.96 -0.484
C -2.02 0.84 -4.77 -0.708
C -1.20 0.51 -3.67 0.484
O -1.83 0.07 -2.61 -0.664
H 3.23 0.52 -2.16 0.192
H 2.78 1.47 -3.59 0.560
H 3.08 -0.27 -3.72 0.282
H 4.29 -1.01 -0.19 0.264
H 5.05 -1.97 1.08 0.625
H 4.97 -1.25 3.45 0.413
H 4.96 0.67 4.99 0.401
H 4.18 2.89 4.21 0.412
H 3.42 3.17 1.87 0.411
H 3.42 1.24 0.33 0.111
H 1.76 1.15 -5.22 0.354
H 0.30 1.73 -7.06 0.412
H -2.17 1.52 -6.78 0.400
H -3.09 0.74 -4.62 0.488
N -3.98 -3.62 -2.09 -0.109
C -4.71 -3.18 -1.01 -1.067
C -3.94 -2.27 -0.39 -0.433
N -2.74 -2.13 -1.07 0.350
C -2.80 -2.97 -2.09 0.330
C -1.75 -3.25 -3.06 -0.090
N -0.67 -2.54 -3.20 0.432
C 0.08 -3.18 -4.16 -0.511
C -0.57 -4.30 -4.59 -0.818
N -1.75 -4.34 -3.88 -0.127
H -4.32 -4.24 -2.80 0.196
H -5.70 -3.55 -0.79 0.431
H -4.15 -1.68 0.49 0.416
H 1.04 -2.80 -4.47 0.424
H -0.31 -5.06 -5.31 0.441
H -2.42 -5.09 -3.92 0.162
S -3.15 0.63 0.17 -0.495
C -2.49 1.96 1.09 0.650
C -3.19 2.47 2.19 -1.044
C -2.68 3.54 2.92 0.608
C -3.41 4.00 4.07 -0.235
N -4.00 4.37 4.98 -0.546
C -1.47 4.13 2.54 0.572
C -0.78 3.63 1.44 -0.973
C -1.27 2.54 0.72 0.499
S -0.36 1.88 -0.60 -0.416
C -0.91 5.22 3.28 -0.200
N -0.43 6.08 3.88 -0.538
H -4.12 2.02 2.48 0.513
H 0.16 4.08 1.16 0.519
C 0.11 -0.38 5.78 -1.733
C -0.12 -0.39 4.30 1.288
C 0.67 0.33 3.43 -0.865
C 0.39 0.31 2.07 -0.536
N -0.61 -0.39 1.55 0.926
C -1.36 -1.12 2.39 -0.571
C -1.16 -1.14 3.75 -0.956
H 1.03 0.15 6.03 0.331
H 0.18 -1.39 6.18 0.392
H -0.71 0.12 6.29 0.343
H 1.51 0.91 3.78 0.255
H 1.00 0.87 1.37 0.515
H -2.16 -1.70 1.93 0.316
H -1.81 -1.74 4.37 0.463
```

Summary:
LUMO (spin up / spin down): -0.202 / -0.203 eV
Energy above the lowest of the compared OMol25 structures with the same formula, charge and spin: 0.0 kJ/mol
Kohn-Sham gap (spin up / spin down): 6.57 / 7.33 eV
⟨S²⟩: 2.016
E: -3617.2573 hartree
Spin multiplicity: 3


The following is a DFT calculation (ωB97M-V with the def2-TZVPD basis set) of a structure of composition C36H30AlN3O6PS3.

Structure (XYZ):
```
80
Properties=species:S:1:pos:R:3:mulliken_charge:R:1
Al -1.09 -0.51 -0.32 1.189
O -1.29 -4.08 1.23 -0.688
S -0.91 -2.71 1.35 1.269
O -1.93 -1.75 0.73 -0.495
O 0.36 -2.31 0.74 -0.562
C -0.85 -2.20 3.03 0.190
C -1.17 -3.12 4.01 -0.575
C -1.05 -2.74 5.34 -0.663
C -0.60 -1.46 5.66 -0.809
C -0.28 -0.56 4.65 -0.177
C -0.42 -0.90 3.32 -0.502
P -0.02 0.34 2.01 1.507
C 1.75 0.64 2.37 0.863
C 2.22 1.76 3.05 -0.597
C 3.58 1.89 3.31 -0.671
C 4.47 0.91 2.90 -0.709
C 4.00 -0.22 2.24 -0.415
C 2.65 -0.35 1.97 -0.957
C -0.90 1.84 2.53 0.063
C -2.03 1.79 3.34 -0.874
C -2.78 2.94 3.57 -0.726
C -2.41 4.14 2.98 -0.714
C -1.29 4.20 2.16 -0.600
C -0.55 3.05 1.92 -0.399
H -1.49 -4.11 3.74 0.578
H -1.29 -3.44 6.13 0.428
H -0.48 -1.17 6.69 0.446
H 0.06 0.44 4.92 0.521
H 1.54 2.53 3.39 0.455
H 3.94 2.76 3.84 0.456
H 5.53 1.01 3.11 0.425
H 4.69 -1.00 1.93 0.466
H 2.28 -1.24 1.46 0.443
H -2.34 0.86 3.79 0.423
H -3.65 2.89 4.20 0.443
H -2.99 5.03 3.17 0.419
H -1.00 5.13 1.69 0.440
H 0.30 3.10 1.25 0.491
C 4.29 -1.76 -3.59 -1.017
N 2.96 -1.95 -3.03 -0.012
N 2.23 -0.93 -2.49 0.934
C 1.06 -1.43 -2.03 0.638
O 0.18 -0.64 -1.54 -0.619
C 1.06 -2.81 -2.28 -0.772
C 2.25 -3.09 -2.91 0.411
C 2.79 -4.39 -3.40 -1.713
C 2.65 0.44 -2.50 -0.799
C 2.84 1.08 -1.29 0.076
C 3.21 2.42 -1.28 -0.634
C 3.41 3.09 -2.48 -0.611
C 3.21 2.43 -3.69 -0.745
C 2.82 1.10 -3.70 0.155
H 4.76 -0.90 -3.13 0.391
H 4.25 -1.62 -4.67 0.315
H 4.88 -2.64 -3.37 0.400
H 0.28 -3.50 -2.02 0.576
H 2.02 -5.15 -3.32 0.396
H 3.65 -4.71 -2.80 0.366
H 3.10 -4.32 -4.44 0.372
H 2.70 0.54 -0.36 0.555
H 3.36 2.92 -0.33 0.489
H 3.70 4.13 -2.47 0.437
H 3.35 2.96 -4.62 0.415
H 2.64 0.59 -4.64 0.546
O -2.86 -1.66 -3.99 -0.652
S -3.52 -1.55 -2.73 1.106
O -3.93 -2.72 -2.02 -0.614
N -2.58 -0.60 -1.72 0.370
C -3.12 0.57 -1.47 0.761
S -2.24 1.56 -0.39 -0.462
C -4.43 0.79 -2.11 0.164
C -5.26 1.89 -2.04 -0.653
C -6.48 1.82 -2.71 -0.651
C -6.84 0.68 -3.42 -0.525
C -6.00 -0.43 -3.49 -0.690
C -4.80 -0.34 -2.83 0.123
H -4.97 2.76 -1.48 0.496
H -7.16 2.66 -2.67 0.412
H -7.80 0.65 -3.93 0.408
H -6.29 -1.32 -4.04 0.476
```

Summary:
LUMO: -2.768 eV
Total charge: +1
Energy above the lowest of the compared OMol25 structures with the same formula, charge and spin: 53.5 kJ/mol
Kohn-Sham gap: 8.47 eV
E: -3783.9040 hartree
Spin multiplicity: 1